1.
Computed, not measured: a single C5H8N2 molecule, with the ωB97M-V functional and the def2-TZVPD basis.

## Properties
* HOMO level (spin up / spin down): -0.3117 / -0.2838 Eh
* energy: -304.65218 a.u.
* max |F|: 2.2 eV/Å
* LUMO level (spin up / spin down): -0.001 / -0.002 Ha
* frontier orbital gap (spin up / spin down): 8.452 / 7.665 eV
* energy above the lowest of the compared OMol25 structures with the same formula, charge and spin: 115.0 kcal per mole

```
! wB97M-V def2-TZVPD RIJCOSX def2/J DEFGRID3
* xyz 0 1
N -0.908 -1.920 0.422
C 0.008 -0.823 0.365
C 1.099 -0.659 -0.728
N 1.911 -1.161 -1.475
C -0.602 0.552 0.000
C 1.038 0.862 -0.866
C -0.847 1.550 0.907
H -0.495 -2.726 0.874
H -1.205 -2.200 -0.507
H 0.515 -0.735 1.336
H -1.270 0.503 -0.864
H 1.746 1.395 -0.224
H 0.940 1.307 -1.857
H -1.566 2.340 0.707
H -0.315 1.590 1.854
*
```

---

2.
Computed, not measured: a molecular structure, C5H8N2, with the ωB97M-V functional and the def2-TZVPD basis.

## Properties
* HOMO level: -0.2317 Eh
* energy: -304.69446 a.u.
* max |F|: 0.7 eV/Å
* LUMO level: 0.035 Ha
* frontier orbital gap: 7.261 eV
* energy above the lowest of the compared OMol25 structures with the same formula, charge and spin: 88.5 kcal per mole

```
! wB97M-V def2-TZVPD RIJCOSX def2/J DEFGRID3
* xyz 0 1
C -2.225 -0.226 -0.056
C -0.773 0.079 0.163
C -0.060 1.094 -0.558
N 1.302 1.353 0.052
C 1.295 -0.011 0.271
N 2.217 -0.757 -0.333
C 0.118 -0.596 0.970
H -2.365 -0.742 -1.012
H -2.618 -0.876 0.731
H -2.815 0.696 -0.095
H -0.143 1.307 -1.619
H 1.151 1.861 0.925
H 2.046 -1.749 -0.416
H 2.846 -0.311 -0.986
H 0.053 -1.106 1.921
*
```

---

3.
Computed, not measured: a single C5H8N2 molecule, with the ωB97M-V functional and the def2-TZVPD basis.

## Properties
* HOMO level: -0.3239 Eh
* SMILES: Cc1cnn(C)c1
* energy: -304.81216 a.u.
* max |F|: 0.3 eV/Å
* LUMO level: 0.037 Ha
* frontier orbital gap: 9.815 eV
* energy above the lowest of the compared OMol25 structures with the same formula, charge and spin: 14.6 kcal per mole

```
! wB97M-V def2-TZVPD RIJCOSX def2/J DEFGRID3
* xyz 0 1
C 1.289 1.476 1.676
N 0.522 0.498 0.935
C 0.641 0.153 -0.373
C -0.428 -0.668 -0.673
C -0.945 -1.161 -1.991
C -1.110 -0.779 0.556
N -0.543 -0.065 1.516
H 2.015 0.998 2.339
H 0.589 2.063 2.275
H 1.804 2.138 0.977
H 1.478 0.503 -0.964
H -0.846 -2.243 -2.130
H -0.461 -0.659 -2.833
H -2.014 -0.927 -2.045
H -2.009 -1.349 0.755
*
```

---

4.
Computed, not measured: 2 unconnected molecules or ions with the total composition C5H8N2, with the ωB97M-V functional and the def2-TZVPD basis.

## Properties
* HOMO level: -0.3573 Eh
* energy: -304.66453 a.u.
* max |F|: 4.6 eV/Å
* LUMO level: 0.024 Ha
* frontier orbital gap: 10.368 eV
* energy above the lowest of the compared OMol25 structures with the same formula, charge and spin: 107.3 kcal per mole

```
! wB97M-V def2-TZVPD RIJCOSX def2/J DEFGRID3
* xyz 0 1
C 1.346 -1.151 -1.294
C 0.576 -0.087 -0.536
C -0.843 0.375 -0.754
N -0.521 -0.521 0.324
C -0.725 -0.123 1.712
C -0.465 1.322 1.985
N -0.323 2.249 1.298
H 0.681 -1.951 -1.624
H 2.115 -1.582 -0.638
H 1.850 -0.726 -2.172
H 1.223 0.701 -0.159
H -1.078 1.970 -0.339
H -1.468 -0.067 -1.554
H -1.776 -0.242 1.948
H -0.102 -0.684 2.386
*
```

---

5.
Computed, not measured: a single C5H8N2 molecule, with the ωB97M-V functional and the def2-TZVPD basis.

## Properties
* HOMO level: -0.3501 Eh
* SMILES: C[C@H]1[C@@H](C#N)N1C
* energy: -304.77219 a.u.
* max |F|: 1.1 eV/Å
* LUMO level: 0.034 Ha
* frontier orbital gap: 10.447 eV
* energy above the lowest of the compared OMol25 structures with the same formula, charge and spin: 39.7 kcal per mole

```
! wB97M-V def2-TZVPD RIJCOSX def2/J DEFGRID3
* xyz 0 1
C -0.018 1.052 -1.252
C -0.867 0.692 -0.057
C -1.095 -0.726 0.365
C -0.482 -1.783 -0.410
N -0.001 -2.651 -1.007
N -0.279 0.179 1.166
C 1.168 -0.035 1.235
H 0.795 0.346 -1.427
H -0.621 1.086 -2.162
H 0.420 2.045 -1.108
H -1.710 1.366 0.100
H -2.036 -1.039 0.815
H 1.704 0.595 0.517
H 1.443 -1.078 1.035
H 1.523 0.228 2.235
*
```

---

6.
Computed, not measured: a single C5H8N2 molecule, with the ωB97M-V functional and the def2-TZVPD basis.

## Properties
* HOMO level: -0.3014 Eh
* energy: -304.72637 a.u.
* max |F|: 0.6 eV/Å
* LUMO level: 0.030 Ha
* frontier orbital gap: 9.022 eV
* energy above the lowest of the compared OMol25 structures with the same formula, charge and spin: 68.5 kcal per mole

```
! wB97M-V def2-TZVPD RIJCOSX def2/J DEFGRID3
* xyz 0 1
C -0.553 1.069 0.228
C -0.108 -0.344 -0.132
C 1.411 -0.270 -0.301
C 1.863 1.135 0.046
N 0.739 1.769 0.313
C -0.830 -1.531 0.375
N -0.879 -1.178 -1.046
H -1.182 1.522 -0.550
H -1.086 1.130 1.184
H 0.748 2.747 0.575
H 1.700 -0.494 -1.336
H 1.945 -0.993 0.328
H -1.718 -1.373 0.986
H -0.279 -2.442 0.603
H -1.771 -0.747 -1.274
*
```

---

7.
Computed, not measured: a single C5H8N2 molecule, with the ωB97M-V functional and the def2-TZVPD basis.

## Properties
* HOMO level: -0.3442 Eh
* SMILES: C[C@H]1CN[C@H]1C#N
* energy: -304.78122 a.u.
* max |F|: 1.1 eV/Å
* LUMO level: 0.034 Ha
* frontier orbital gap: 10.302 eV
* energy above the lowest of the compared OMol25 structures with the same formula, charge and spin: 34.1 kcal per mole

```
! wB97M-V def2-TZVPD RIJCOSX def2/J DEFGRID3
* xyz 0 1
C -0.937 0.080 1.256
C 0.309 -0.451 0.557
C -0.030 -1.353 -0.652
N 0.421 -0.306 -1.586
C 0.931 0.523 -0.487
C 0.524 1.929 -0.360
N 0.244 3.036 -0.175
H -1.760 0.166 0.536
H -1.259 -0.595 2.054
H -0.778 1.073 1.687
H 1.038 -0.848 1.271
H -1.087 -1.645 -0.698
H 0.584 -2.252 -0.761
H -0.232 0.096 -2.241
H 2.027 0.514 -0.498
*
```

---

8.
Computed, not measured: a single C5H8N2 molecule, with the ωB97M-V functional and the def2-TZVPD basis.

## Properties
* HOMO level: -0.2757 Eh
* SMILES: Cc1c[nH]c(N)c1
* energy: -304.82726 a.u.
* max |F|: 0.4 eV/Å
* LUMO level: 0.039 Ha
* frontier orbital gap: 8.552 eV
* energy above the lowest of the compared OMol25 structures with the same formula, charge and spin: 5.2 kcal per mole

```
! wB97M-V def2-TZVPD RIJCOSX def2/J DEFGRID3
* xyz 0 1
C -2.371 -0.188 0.025
C -0.912 0.139 0.066
C -0.303 1.257 -0.416
N 1.071 1.090 -0.339
C 1.318 -0.149 0.193
N 2.649 -0.597 0.239
C 0.129 -0.752 0.484
H -2.586 -0.873 -0.803
H -2.693 -0.683 0.947
H -2.987 0.706 -0.117
H -0.735 2.127 -0.883
H 1.711 1.855 -0.183
H 2.688 -1.534 0.619
H 3.011 -0.649 -0.709
H 0.011 -1.750 0.879
*
```